Arrangement a

This record from OMol25 describes CH2ClNO2S as an isolated structure. The level of theory is ωB97M-V with the def2-TZVPD basis set.

* M: 127.552 g mol⁻¹
* Kohn-Sham gap: 10.639 eV
* highest occupied orbital energy: -11.103 eV

Cartesian coordinates (Å):
Cl 0.60457 -1.11774 -3.66900
S 0.37712 0.82513 -0.57083
O -1.08414 0.67181 -0.53135
O 1.07740 -0.42171 -0.68882
N 0.17792 0.86657 1.77977
C -0.56717 0.51787 2.63148
H 0.33479 -1.74629 -2.55189
H -0.92048 0.40435 3.60063

Population analysis type Mulliken, resulting atomic charges in e: number 1, Cl, carries -0.270; number 2, S, carries 0.772; number 3, O, carries -0.423; number 4, O, carries -0.409; number 5, N, carries -0.363; number 6, C, carries 0.088; number 7, H, carries 0.266; number 8, H, carries 0.340



Arrangement b

This record from OMol25 describes a 3-piece molecular cluster, CH2ClNO2S overall. The level of theory is ωB97M-V with the def2-TZVPD basis set.

* M: 127.552 g mol⁻¹
* Kohn-Sham gap: 10.514 eV
* highest occupied orbital energy: -11.763 eV

Cartesian coordinates (Å):
Cl 3.81526 1.23773 0.21611
S 1.64898 -1.97894 0.19532
O 2.13653 -3.35068 0.39915
O 1.76086 -1.43419 -1.16399
N -1.30895 -0.34617 0.09217
C -1.87622 0.49400 -0.44373
H 3.32716 0.53320 -0.75772
H -2.39580 1.40070 -0.69737

Population analysis type Mulliken, resulting atomic charges in e: number 1, Cl, carries -0.260; number 2, S, carries 0.802; number 3, O, carries -0.417; number 4, O, carries -0.387; number 5, N, carries -0.290; number 6, C, carries 0.031; number 7, H, carries 0.251; number 8, H, carries 0.271



In terms of stability, arrangement b leads; the second structure lies 11.3 kcal/mol higher.



Arrangement a

This record from OMol25 describes a 2-piece molecular cluster, C2H8NS overall. The level of theory is ωB97M-V with the def2-TZVPD basis set.

* M: 78.160 g mol⁻¹
* Kohn-Sham gap: 6.510 eV
* charge: -1
* highest occupied orbital energy: -2.252 eV

Cartesian coordinates (Å):
S -1.47490 -0.98249 1.15151
N -1.15526 2.12721 -1.74072
C 0.16394 -1.26974 0.39823
C 1.31080 -0.62853 1.20410
H 1.27376 -0.92727 2.25127
H -2.12919 1.82579 -1.74981
H -0.68785 1.39373 -2.27138
H 0.33654 -2.33441 0.22226
H -0.86891 2.00965 -0.77642
H 2.22579 -0.79822 0.63144
H 0.97612 0.41144 1.26821
H 0.02918 -0.82715 -0.58869

Atomic partial charges in e from the Mulliken method, atoms 1 to 8: number 1, S, carries -0.729; number 2, N, carries -0.764; number 3, C, carries -0.495; number 4, C, carries -0.931; number 5, H, carries 0.259; number 6, H, carries 0.236; number 7, H, carries 0.235; number 8, H, carries 0.282



Arrangement b

This record from OMol25 describes a 2-piece molecular cluster, C2H8NS overall. The level of theory is ωB97M-V with the def2-TZVPD basis set.

* M: 78.160 g mol⁻¹
* Kohn-Sham gap: 6.886 eV
* charge: -1
* highest occupied orbital energy: -2.377 eV

Cartesian coordinates (Å):
S -0.15488 -0.10270 -0.68139
N -3.17242 0.44829 0.75380
C 2.17234 -0.02710 0.88037
C 1.65445 -0.40248 -0.51150
H 3.16018 0.43027 0.86338
H 1.84657 -1.45893 -0.71768
H -2.43085 -0.22324 0.94695
H 1.50708 0.71531 1.31860
H 2.16525 0.16601 -1.29307
H -2.79847 1.33535 1.07596
H 2.29115 -0.90203 1.51305
H -3.13196 0.47871 -0.26064

Atomic partial charges in e from the Mulliken method, atoms 1 to 8: number 1, S, carries -0.725; number 2, N, carries -0.788; number 3, C, carries -0.952; number 4, C, carries -0.449; number 5, H, carries 0.287; number 6, H, carries 0.206; number 7, H, carries 0.262; number 8, H, carries 0.275



In terms of stability, arrangement b leads; the second structure lies 3.3 kcal/mol higher.



Arrangement a

This record from OMol25 describes a 2-piece molecular cluster, C2H8NS overall. The level of theory is ωB97M-V with the def2-TZVPD basis set.

* M: 78.160 g mol⁻¹
* Kohn-Sham gap: 6.821 eV
* charge: -1
* highest occupied orbital energy: -2.432 eV

Cartesian coordinates (Å):
S -0.79282 1.30273 1.01497
N 2.41633 0.68176 0.75586
C -0.74543 0.35845 -0.53177
C -1.50302 -0.96231 -0.46047
H -1.58736 -1.45207 -1.46028
H -1.12048 0.95985 -1.36321
H -2.53041 -0.69494 -0.16138
H -1.19003 -1.64230 0.32095
H 2.83464 0.54563 1.66232
H 0.28597 0.10832 -0.79958
H 2.51201 -0.17367 0.22270
H 1.42060 0.96855 0.79990

Atomic partial charges in e from the Mulliken method, atoms 1 to 8: number 1, S, carries -0.698; number 2, N, carries -0.670; number 3, C, carries -0.383; number 4, C, carries -1.048; number 5, H, carries 0.302; number 6, H, carries 0.196; number 7, H, carries 0.253; number 8, H, carries 0.284



Arrangement b

This record from OMol25 describes a 2-piece molecular cluster, C2H8NS overall. The level of theory is ωB97M-V with the def2-TZVPD basis set.

* M: 78.160 g mol⁻¹
* Kohn-Sham gap: 6.597 eV
* charge: -1
* highest occupied orbital energy: -2.577 eV

Cartesian coordinates (Å):
S 0.81311 -2.70739 1.97945
N 0.20082 0.76695 0.03387
C -1.20439 0.27754 0.10923
C 0.74827 0.65028 -1.30397
H -1.80629 1.12591 -0.21539
H -1.31012 -0.64427 -0.46445
H -0.10325 0.86264 -1.96424
H -1.51173 0.08969 1.14553
H 0.84701 -1.78210 2.97127
H 1.50031 1.45081 -1.38653
H 0.74649 0.25695 0.74177
H 1.07976 -0.34702 -1.64654

Atomic partial charges in e from the Mulliken method, atoms 1 to 8: number 1, S, carries -0.892; number 2, N, carries -0.442; number 3, C, carries -0.871; number 4, C, carries -0.787; number 5, H, carries 0.337; number 6, H, carries 0.301; number 7, H, carries 0.284; number 8, H, carries 0.304



Arrangement c

This record from OMol25 describes a 2-piece molecular cluster, C2H8NS overall. The level of theory is ωB97M-V with the def2-TZVPD basis set.

* M: 78.160 g mol⁻¹
* Kohn-Sham gap: 6.661 eV
* charge: -1
* highest occupied orbital energy: -2.504 eV

Cartesian coordinates (Å):
S 2.85673 0.84032 -1.12178
N -0.58532 -1.39689 1.17786
C -0.59633 0.00003 0.70352
C -0.68402 0.07656 -0.78882
H 2.64843 2.18146 -1.17233
H -1.68390 -0.20245 -1.15914
H -1.48033 0.54285 1.06960
H -0.33543 -1.37940 2.16240
H -0.03930 -0.46420 -1.47857
H -0.54063 1.09532 -1.15952
H 0.27426 0.53076 1.09768
H 0.16584 -1.82436 0.66909

Atomic partial charges in e from the Mulliken method, atoms 1 to 8: number 1, S, carries -0.897; number 2, N, carries -0.691; number 3, C, carries -0.120; number 4, C, carries -1.139; number 5, H, carries -0.072; number 6, H, carries 0.334; number 7, H, carries 0.257; number 8, H, carries 0.228



In terms of stability, arrangement a leads; the second structure lies 5.1 kcal/mol higher.



Arrangement a

This record from OMol25 describes C4H6FNOS as an isolated structure. The level of theory is ωB97M-V with the def2-TZVPD basis set.

* M: 135.163 g mol⁻¹
* Kohn-Sham gap: 9.398 eV
* highest occupied orbital energy: -9.354 eV

Cartesian coordinates (Å):
S -2.68666 0.88658 0.15628
F 1.74847 2.14901 -0.24073
O 1.47536 -0.49893 -0.65675
N -2.09137 -0.52051 -0.79922
C 1.47137 -0.92751 0.83015
C 0.29998 0.32366 -0.56238
C -0.80577 -0.46515 -0.94643
C 0.50018 1.56645 -0.43111
H 0.19350 -1.10986 1.44278
H -0.34926 2.22803 -0.35753
H -0.24527 -1.42025 -1.43527
H -3.69766 -0.05627 0.99966
H 2.18754 -0.11381 1.58660
H 1.99959 -2.04144 0.41396

Atomic partial charges in e from the Mulliken method, atoms 1 to 8: number 1, S, carries -0.217; number 2, F, carries -0.233; number 3, O, carries -0.381; number 4, N, carries -0.451; number 5, C, carries -0.539; number 6, C, carries 0.305; number 7, C, carries 0.215; number 8, C, carries -0.138



Arrangement b

This record from OMol25 describes one molecule with the formula C4H6FNOS. The level of theory is ωB97M-V with the def2-TZVPD basis set.

* M: 135.163 g mol⁻¹
* Kohn-Sham gap: 10.055 eV
* highest occupied orbital energy: -9.407 eV
* SMILES: C=C(CF)N(S)C=O

Cartesian coordinates (Å):
S -1.22138 -1.85877 -0.32243
F 1.45773 -1.15718 1.43205
O -2.87250 0.29653 0.82618
N -0.78868 -0.29993 0.08647
C 0.50450 0.20403 -0.13680
C -1.67827 0.47970 0.78337
C 0.68712 1.40532 -0.63851
C 1.62547 -0.76097 0.13028
H 1.72350 1.70359 -0.85664
H 1.57868 -1.59785 -0.57681
H -1.25519 1.34249 1.31187
H 2.60754 -0.26938 0.03961
H -0.18772 2.05145 -0.79416
H -2.18079 -1.53904 -1.28446

Atomic partial charges in e from the Mulliken method, atoms 1 to 8: number 1, S, carries -0.127; number 2, F, carries -0.281; number 3, O, carries -0.517; number 4, N, carries -0.014; number 5, C, carries 0.582; number 6, C, carries 0.008; number 7, C, carries -0.848; number 8, C, carries -0.584



Arrangement c

This record from OMol25 describes one molecule with the formula C4H6FNOS. The level of theory is ωB97M-V with the def2-TZVPD basis set.

* M: 135.163 g mol⁻¹
* Kohn-Sham gap: 8.639 eV
* highest occupied orbital energy: -9.119 eV
* SMILES: C/C(CF)=N\OC=S

Cartesian coordinates (Å):
S 4.22776 -0.62460 -0.26776
F -2.34716 -1.90719 -0.33626
O 1.58212 -0.20009 -0.03239
N 0.38182 -0.87576 -0.00214
C -2.08790 -0.58333 -0.01559
C -0.29143 1.55355 -0.10007
C 2.66507 -1.09159 0.27384
C -0.62243 -0.00840 -0.16911
H 2.34451 -2.20395 0.57593
H -2.41229 -0.37088 1.08143
H 0.06686 2.09887 -1.15700
H -1.31816 1.96417 0.13035
H 0.52708 2.09904 0.60748
H -2.71586 0.15018 -0.58873

Atomic partial charges in e from the Mulliken method, atoms 1 to 8: number 1, S, carries -0.203; number 2, F, carries -0.260; number 3, O, carries -0.030; number 4, N, carries -0.449; number 5, C, carries -0.393; number 6, C, carries -0.888; number 7, C, carries -0.032; number 8, C, carries 0.554



In terms of stability, arrangement b leads; the second structure lies 75.4 kcal/mol higher.



Arrangement a

This record from OMol25 describes one molecule with the formula C4H6FNOS. The level of theory is ωB97M-V with the def2-TZVPD basis set.

* M: 135.163 g mol⁻¹
* Kohn-Sham gap: 8.591 eV
* highest occupied orbital energy: -8.576 eV
* SMILES: C/C(=C\F)N(O)C=S

Cartesian coordinates (Å):
S -2.85914 -0.44581 0.01630
F 3.08918 -1.09738 -0.04714
O -0.74698 1.54870 -0.11378
N -0.30749 0.25147 -0.10484
C 1.89264 1.46320 0.10234
C 1.12355 0.19860 0.05149
C -1.19785 -0.73082 0.08624
C 1.70975 -0.97856 -0.02897
H 1.57938 1.91629 1.05201
H 2.94542 1.26002 0.14879
H -1.74387 1.47889 -0.04181
H 1.68614 2.15940 -0.70982
H 1.24906 -1.95900 -0.16630
H -0.81274 -1.71070 0.25801

Atomic partial charges in e from the Mulliken method, atoms 1 to 8: number 1, S, carries -0.435; number 2, F, carries -0.249; number 3, O, carries -0.369; number 4, N, carries 0.208; number 5, C, carries -1.118; number 6, C, carries 0.588; number 7, C, carries 0.082; number 8, C, carries -0.389



Arrangement b

This record from OMol25 describes one molecule with the formula C4H6FNOS. The level of theory is ωB97M-V with the def2-TZVPD basis set.

* M: 135.163 g mol⁻¹
* Kohn-Sham gap: 9.733 eV
* highest occupied orbital energy: -9.024 eV
* SMILES: CS/C(=C/F)NC=O

Cartesian coordinates (Å):
S -1.78144 0.17794 -0.82747
F 1.34003 2.39010 -0.05176
O 2.94233 -1.25975 -0.38158
N 0.81462 -0.46697 -0.69803
C 0.12858 1.89592 -0.12226
C -1.92206 -0.96901 0.63818
C -0.06365 0.61057 -0.50771
C 2.07365 -0.49727 -0.09816
H -2.84461 -1.56905 0.42861
H -0.65880 2.56213 0.08995
H 2.16680 0.20797 0.70067
H -0.99515 -1.64168 0.72016
H -1.96242 -0.33141 1.52792
H 0.76212 -1.10950 -1.41852

Atomic partial charges in e from the Mulliken method, atoms 1 to 8: number 1, S, carries -0.154; number 2, F, carries -0.238; number 3, O, carries -0.508; number 4, N, carries -0.177; number 5, C, carries -0.143; number 6, C, carries -0.710; number 7, C, carries 0.164; number 8, C, carries 0.006



In terms of stability, arrangement b leads; the second structure lies 37.1 kcal/mol higher.